Record 1
The following is a quantum chemistry calculation of a molecular structure, C57H46N6O3P2PdS4, from the Open Molecules 2025 dataset.

Last column: Mulliken charge in e.
Positions of all 119 atoms, in Å:
Pd 0.80817 -0.48670 -0.32223  -0.769
C 5.73852 -3.58114 -2.19892  -1.749
C 5.58984 -3.59722 -0.66188  2.115
C 6.75767 -4.37119 -0.05213  -2.380
C 5.55939 -2.14411 -0.19231  0.449
C 6.68574 -1.40980 0.15480  0.037
C 6.59948 -0.05769 0.46539  -1.669
C 5.36993 0.58041 0.43828  0.328
C 4.20636 -0.12699 0.12912  -0.238
P 2.58686 0.93681 0.02409  2.322
C 3.26571 1.51076 -1.59369  2.015
C 2.84489 0.78234 -2.70321  -1.099
C 3.03410 1.26795 -3.98126  -0.639
C 3.61400 2.55156 -4.21000  -0.838
C 4.12635 3.25097 -3.18792  -0.973
C 4.14464 2.70106 -1.79478  -0.167
C 2.60685 1.39177 1.80885  1.677
C 1.83924 2.46193 2.26266  -0.987
C 1.67117 2.67582 3.62187  -0.844
C 2.24827 1.81432 4.54214  -1.180
C 2.98195 0.72495 4.09573  -0.635
C 3.16392 0.51241 2.73888  -0.800
C 4.34057 -1.46892 -0.20160  -0.754
O 3.18940 -2.11071 -0.51709  0.049
C 3.11257 -3.45516 -0.30926  -0.569
C 1.82997 -3.95086 -0.06384  -0.372
C 1.68266 -5.32418 0.07469  -0.362
C 2.79983 -6.14753 0.04387  -1.360
C 4.06683 -5.61208 -0.13532  -0.205
C 4.25005 -4.24902 -0.33328  0.505
P 0.47290 -2.71977 0.11942  1.589
C -0.96093 -3.64051 -0.48147  0.975
C -1.34863 -3.36260 -1.78940  -0.565
C -2.41050 -4.04601 -2.35959  -0.865
C -3.07484 -5.01830 -1.62735  -0.335
C -2.67546 -5.30692 -0.33020  -0.991
C -1.62795 -4.61533 0.25000  0.138
C 0.35145 -2.57073 1.94692  0.715
C 1.09047 -3.34344 2.83637  -0.413
C 1.07173 -3.05618 4.19600  -0.721
C 0.31300 -2.00114 4.67472  -0.653
C -0.43509 -1.22905 3.79424  -0.938
C -0.40842 -1.50135 2.43854  -0.176
H 6.67632 -3.09967 -2.48395  0.356
H 4.91537 -3.03161 -2.65914  0.386
H 5.73144 -4.60070 -2.58779  0.439
H 7.70674 -3.89701 -0.29834  0.510
H 6.79742 -5.38128 -0.45731  0.514
H 6.66655 -4.42982 1.03322  0.409
H 7.65675 -1.88510 0.18252  0.284
H 7.49355 0.49430 0.72625  0.488
H 5.29286 1.63549 0.69086  0.442
H 2.29085 -0.13718 -2.54506  0.434
H 2.66552 0.69659 -4.82353  0.505
H 3.61587 2.96274 -5.21054  0.440
H 4.56321 4.23142 -3.32160  0.553
H 5.17614 2.36173 -1.60136  0.497
H 1.35722 3.12624 1.55714  0.177
H 1.07574 3.51680 3.95389  0.620
H 2.11467 1.97987 5.60364  0.426
H 3.41213 0.02764 4.80265  0.497
H 3.72160 -0.35302 2.41263  0.406
H 0.69648 -5.74437 0.22105  0.545
H 2.68215 -7.21590 0.16794  0.430
H 4.91643 -6.28193 -0.13701  0.295
H -0.82856 -2.58425 -2.33723  0.238
H -2.72297 -3.81576 -3.36985  0.403
H -3.92030 -5.53789 -2.05946  0.384
H -3.19112 -6.06949 0.23932  0.435
H -1.35468 -4.80526 1.28158  0.472
H 1.68922 -4.16801 2.46987  0.342
H 1.65702 -3.65849 4.87988  0.422
H 0.30189 -1.77648 5.73408  0.411
H -1.03409 -0.40781 4.16645  0.499
H -1.01500 -0.91227 1.75979  -0.122
N 2.34745 7.06781 4.36953  -0.551
C 2.36518 6.41438 3.15684  0.974
C 3.23682 5.34060 2.94348  -0.972
C 3.29384 4.71526 1.71477  0.128
C 2.49568 5.16417 0.66878  0.026
C 1.62416 6.22777 0.87042  -0.855
C 1.55756 6.84904 2.10010  -0.788
S 2.38096 4.35708 -0.92237  1.250
O 3.94462 3.70835 -0.81984  -0.287
O 2.38785 5.42325 -1.92204  -0.768
N 1.08181 1.51744 -0.34600  -0.852
C -0.17487 2.00126 -0.19577  0.150
N -0.34276 3.31871 -0.00247  -0.083
C -1.59905 3.75107 0.04863  -0.291
C -2.69145 2.91074 -0.05641  -1.122
C -2.41824 1.55922 -0.21899  0.104
N -1.17583 1.10223 -0.30120  -0.236
H 2.72751 6.58463 5.16401  0.211
H 1.56712 7.66923 4.56589  0.201
H 3.86557 4.99661 3.75583  0.282
H 3.97130 3.88793 1.56314  0.599
H 1.00622 6.56852 0.04874  0.493
H 0.87799 7.67843 2.25292  0.331
H -1.72096 4.82059 0.18965  0.464
H -3.70331 3.28253 -0.00090  0.437
H -3.20248 0.81002 -0.26502  0.277
S -9.17687 -1.70109 0.81266  -0.447
C -7.56711 -2.08402 0.64879  0.301
S -6.34635 -0.85914 0.83726  -0.183
C -5.05509 -2.05583 0.56972  -0.166
N -5.54802 -3.23093 0.35484  -0.602
N -6.93633 -3.25917 0.39012  0.430
C -7.50580 -4.54948 0.18011  0.456
C -8.87086 -4.77346 0.01920  -0.387
C -9.33880 -6.06835 -0.16447  -0.732
C -8.47471 -7.14852 -0.20250  -0.436
C -7.11268 -6.92015 -0.06736  -0.537
C -6.62897 -5.63841 0.12420  -0.152
S -3.42556 -1.60759 0.61178  -0.174
H -9.56628 -3.95382 0.03498  0.189
H -10.40447 -6.22200 -0.27879  0.356
H -8.85382 -8.15349 -0.33732  0.376
H -6.41330 -7.74633 -0.10740  0.365
H -5.57336 -5.45258 0.23275  0.416

Calculated values
- electronic energy (hartree) = -5157.1302
- orbital gap (eV) = 2.74
- ΔE to the lowest compared entry with this formula, charge and spin (kcal/mol) = 133.7
- HOMO level (eV) = -6.011

***

Record 2
The following is a quantum chemistry calculation of a molecular structure, C57H47NO2P3PbS3Si, from the Open Molecules 2025 dataset.

Last column: Mulliken charge in e.
Positions of all 115 atoms, in Å:
Pb 1.36323 -0.99122 -0.74432  0.776
C -3.57790 -5.15274 -2.88623  -0.660
C -2.30676 -5.53614 -3.28475  -0.566
C -1.26034 -4.62102 -3.27523  -0.740
C -1.47160 -3.30509 -2.86701  0.452
C -2.75201 -2.93876 -2.44507  -0.016
C -3.79563 -3.84888 -2.46356  -0.685
P -0.16555 -1.98790 -2.88457  1.152
C 1.01731 -2.57228 -4.14907  0.614
C 1.24246 -1.91898 -5.35953  -0.573
C 2.26726 -2.33086 -6.19695  -0.677
C 3.09095 -3.38630 -5.83123  -0.586
C 2.88933 -4.02933 -4.62166  -0.746
C 1.86743 -3.61426 -3.78053  -0.579
C -1.20102 -0.67821 -3.65234  -0.062
C -1.82032 -0.99608 -4.86914  -0.223
C -2.73403 -0.13966 -5.44651  -1.088
C -3.06025 1.03796 -4.78474  -0.982
C -2.45806 1.34296 -3.57884  0.272
C -1.49976 0.51325 -2.96876  0.305
Si -0.59672 0.95513 -1.28710  0.151
C -2.09807 1.28385 -0.10336  0.399
C -3.04959 2.27280 -0.38009  -0.231
C -4.28270 2.30713 0.25327  -1.185
C -4.58603 1.36187 1.22777  -0.962
C -3.61144 0.45593 1.61670  -0.185
C -2.37308 0.41453 0.96867  -0.180
P -0.95244 -0.55841 1.62705  1.784
C -1.37540 -2.33462 1.41832  0.991
C -2.65749 -2.85227 1.26177  -0.516
C -2.85561 -4.22420 1.16937  -0.605
C -1.77464 -5.09274 1.20421  -0.615
C -0.48944 -4.58704 1.35160  -0.924
C -0.29415 -3.21772 1.46322  -0.254
C -1.23185 -0.38479 3.45290  0.636
C -1.22318 -1.45800 4.34322  -1.394
C -1.28896 -1.24764 5.71846  0.282
C -1.36067 0.03835 6.23083  -1.414
C -1.36432 1.11986 5.35532  -0.215
C -1.29654 0.90797 3.98822  -0.849
C 0.19825 2.67433 -1.64234  0.622
C 0.02718 3.38954 -2.83491  -0.764
C 0.74983 4.54124 -3.10784  -1.043
C 1.68095 5.01536 -2.19280  -0.868
C 1.86890 4.32937 -1.00596  -0.508
C 1.13899 3.17558 -0.73242  0.196
P 1.32730 2.27844 0.85871  2.253
C 0.82152 3.64487 1.99515  0.638
C 1.66612 4.59252 2.56955  -0.683
C 1.15242 5.60565 3.36971  -0.652
C -0.21381 5.69364 3.60269  -0.720
C -1.06702 4.76387 3.02309  -0.761
C -0.54952 3.74893 2.23170  -0.400
C 3.13967 2.15062 1.05903  0.095
C 3.71962 2.09371 2.32733  -0.372
C 5.06903 1.81299 2.47671  -0.999
C 5.85316 1.54617 1.35988  -0.804
C 5.28347 1.57940 0.09583  -0.687
C 3.93826 1.88991 -0.05456  -1.002
H -4.39507 -5.86362 -2.90805  0.367
H -2.12602 -6.54860 -3.62539  0.405
H -0.28332 -4.93096 -3.61573  0.390
H -2.93898 -1.91780 -2.12936  0.177
H -4.78335 -3.53956 -2.14313  0.445
H 0.64631 -1.05974 -5.63149  0.357
H 2.44937 -1.79659 -7.12071  0.376
H 3.91902 -3.67222 -6.46791  0.346
H 3.56028 -4.81613 -4.30177  0.360
H 1.75729 -4.08056 -2.80762  0.460
H -1.58961 -1.93790 -5.35315  0.565
H -3.20295 -0.39288 -6.38930  0.387
H -3.79426 1.71471 -5.20728  0.426
H -2.75591 2.26013 -3.09039  0.291
H -2.80167 3.05424 -1.09104  0.460
H -5.00703 3.06997 -0.00863  0.412
H -5.55944 1.35332 1.70338  0.400
H -3.80818 -0.21494 2.44558  0.506
H -3.50804 -2.18387 1.20797  0.208
H -3.85914 -4.61611 1.05376  0.374
H -1.93328 -6.15932 1.10220  0.351
H 0.36255 -5.25530 1.37041  0.462
H 0.71064 -2.82170 1.58069  0.364
H -1.18510 -2.47150 3.96438  0.363
H -1.29093 -2.09766 6.39048  0.357
H -1.40677 0.19954 7.30099  0.313
H -1.42209 2.13143 5.73952  0.480
H -1.29506 1.75883 3.31674  0.174
H -0.65124 3.02484 -3.59126  0.406
H 0.59934 5.06113 -4.04651  0.431
H 2.26003 5.90555 -2.40629  0.393
H 2.60214 4.68602 -0.29047  0.393
H 2.73381 4.54571 2.39067  0.390
H 1.82500 6.33306 3.80868  0.436
H -0.61122 6.48546 4.22573  0.372
H -2.13623 4.82865 3.18899  0.459
H -1.21583 3.03315 1.76000  -0.122
H 3.11139 2.27424 3.20733  0.769
H 5.50794 1.78935 3.46752  0.408
H 6.90058 1.29795 1.47886  0.393
H 5.86924 1.34119 -0.78337  0.438
H 3.50576 1.89841 -1.04930  0.484
S 5.08074 0.08393 -3.84400  -0.384
C 3.94028 -0.50457 -2.77541  0.300
S 4.17339 -1.78024 -1.67286  -0.399
S 2.36088 0.32693 -2.76927  -0.269
N 1.14834 -0.42384 5.74391  -1.012
C 1.61227 0.21093 4.50856  0.946
C 2.22373 -0.81376 3.56802  -0.093
O 2.77507 -1.87578 4.18198  -0.568
O 2.20848 -0.67824 2.38161  -0.301
H 0.92935 0.27739 6.43918  0.338
H 2.56978 -1.77405 5.13006  0.388
H 0.28023 -0.92080 5.56251  0.316
H 2.41199 0.91120 4.75976  0.858
H 0.84885 0.75840 3.95139  -0.985

Calculated values
- electronic energy (hartree) = -5106.5951
- charge = -1
- orbital gap (eV) = 5.55
- ΔE to the lowest compared entry with this formula, charge and spin (kcal/mol) = 18.6
- HOMO level (eV) = -3.420